[1]
C3H11N2 | ωB97M-V/def2-TZVPD

- HOMO energy: -14.3 eV
- Energy: -6262.1922 eV
- Energy above the lowest of the compared OMol25 structures with the same formula, charge and spin: 134.0 kJ/mol
- Frontier orbital gap: 0.359 Ha
- Net charge: +1

Each atom is followed by the atoms it is bonded to, with distances in Å.
Positions of all 16 atoms, in Å:
1 C -0.9907 -2.6876 -0.4386  C2 1.587, H3 1.073, H4 1.101, H5 1.127
2 C -1.5771 -1.6035 -1.4378  C1 1.587, H6 1.077, H7 1.143, H8 1.069
3 H -0.4038 -2.2762 0.3593  C1 1.073
4 H -1.8004 -3.2048 0.0986  C1 1.101
5 H -0.5391 -3.5360 -1.0263  C1 1.127
6 H -0.8546 -1.4036 -2.2107  C2 1.077
7 H -1.9505 -0.6576 -0.9160  C2 1.143
8 H -2.4671 -1.9415 -1.9252  C2 1.069
9 N 0.8452 3.0858 1.4546  C10 1.309, H12 1.120, H13 0.985
10 C 1.1092 2.3030 0.4394  N9 1.309, N11 1.360, H14 1.159
11 N 1.8837 1.2135 0.6871  C10 1.360, H15 0.997, H16 0.995
12 H 0.8988 2.6024 2.4637  N9 1.120
13 H 0.5982 4.0388 1.4436  N9 0.985
14 H 0.9519 2.5182 -0.6884  C10 1.159
15 H 2.3163 0.5796 0.0499  N11 0.997
16 H 1.9801 0.9697 1.6469  N11 0.995


[2]
C4H12N2OS | ωB97M-V/def2-TZVPD

- HOMO energy: -8.1 eV
- Energy: -20198.1419 eV
- Energy above the lowest of the compared OMol25 structures with the same formula, charge and spin: 769.3 kJ/mol
- Frontier orbital gap: 0.149 Ha
- Net charge: 0

Each atom is followed by the atoms it is bonded to, with distances in Å.
Positions of all 20 atoms, in Å:
1 C -0.2081 0.7430 -0.7488  N2 1.436, C5 1.563, H9 1.112, H10 1.143
2 N -1.4975 0.2537 -1.1478  C1 1.436, C3 1.625, H11 1.000
3 C -2.2640 -0.4900 0.0775  N2 1.625, O4 1.292, H12 1.103, H13 1.101
4 O -1.5460 -1.0248 1.0089  C3 1.292
5 C -0.2720 1.7654 0.4314  C1 1.563, N8 1.421, H15 1.088, H19 1.082
6 C 1.9536 -2.0409 -0.2203  S7 1.718, H14 1.067, H16 1.163, H17 1.075
7 S 2.6830 -0.5109 -0.5015  C6 1.718
8 N 0.8272 1.4412 1.2712  C5 1.421, H18 1.061, H20 0.996
9 H 0.4704 1.0567 -1.5716  C1 1.112
10 H 0.4129 -0.0460 -0.2037  C1 1.143
11 H -1.4856 -0.4018 -1.9035  N2 1.000
12 H -2.9186 0.3222 0.4366  C3 1.103
13 H -2.8546 -1.0224 -0.6845  C3 1.101
14 H 2.3287 -2.2313 0.7608  C6 1.067
15 H -0.1956 2.7723 0.0259  C5 1.088
16 H 0.7928 -2.0453 -0.1548  C6 1.163
17 H 2.2182 -2.9142 -0.7879  C6 1.075
18 H 1.6079 0.8435 0.8722  N8 1.061
19 H -1.2104 1.6253 0.9515  C5 1.082
20 H 1.1576 1.9041 2.0882  N8 0.996


Q: Among the records above, which one has the lowest HOMO energy?
A: C3H11N2


Q: What is the formula in the first record?
A: C3H11N2


Q: HOMO energy of number 1 (C3H11N2)?
A: -14.3 eV